1.
62
Properties=species:S:1:pos:R:3 method="wB97M-V/def2-TZVPD" relative_energy_kcal_mol=0.0 total_energy_ev=-29447.543 lumo_ev=-1.98 mol_weight_g_mol=349.54 e_homo_ev=-10.8 orbital_gap_ev=8.8 total_charge=+1 smiles=CC[N@@H+]1CCC[C@H]1CNC[C@@H](O)COc1ccc(C(C)(C)C)cc1C largest_force_ev_per_a=0.79
C -4.686 -0.485 2.482
C -5.158 -0.140 1.080
N -4.080 0.487 0.289
C -3.631 1.801 0.808
C -3.099 2.524 -0.419
H -3.050 3.600 -0.274
H -2.101 2.167 -0.674
C -4.111 2.121 -1.489
H -3.726 2.242 -2.498
H -5.014 2.723 -1.396
C -4.404 0.654 -1.167
H -5.456 0.406 -1.321
C -3.522 -0.325 -1.965
N -3.516 -1.601 -1.270
H -4.255 -2.204 -1.612
C -2.263 -2.338 -1.245
H -1.857 -2.548 -2.245
H -2.476 -3.290 -0.753
C -1.192 -1.596 -0.435
O -1.779 -0.969 0.693
H -1.078 -0.959 1.369
C -0.093 -2.552 0.068
O 0.673 -1.862 1.027
C 1.871 -1.278 0.626
C 2.813 -1.955 -0.127
C 4.017 -1.354 -0.449
C 4.315 -0.067 -0.021
C 3.356 0.591 0.745
C 2.142 0.016 1.078
C 1.137 0.756 1.913
H 0.840 0.153 2.769
H 0.246 0.987 1.327
H 1.557 1.690 2.275
H 3.552 1.589 1.104
C 5.628 0.630 -0.339
C 5.336 1.919 -1.119
H 6.267 2.422 -1.366
H 4.724 2.606 -0.541
H 4.813 1.690 -2.045
C 6.343 0.967 0.977
H 7.300 1.439 0.769
H 5.756 1.646 1.589
H 6.524 0.060 1.550
C 6.564 -0.239 -1.183
H 6.112 -0.490 -2.140
H 6.828 -1.154 -0.659
H 7.482 0.309 -1.381
H 4.723 -1.920 -1.033
H 2.626 -2.969 -0.451
H 0.503 -2.918 -0.770
H -0.555 -3.399 0.584
H -0.709 -0.819 -1.052
H -2.504 0.066 -2.000
H -3.892 -0.384 -2.995
H -2.884 1.667 1.588
H -4.493 2.332 1.216
H -3.272 -0.185 0.336
H -5.450 -1.055 0.563
H -6.012 0.541 1.113
H -4.467 0.404 3.066
H -3.798 -1.110 2.436
H -5.466 -1.039 2.997

***

2.
68
Properties=species:S:1:pos:R:3 method="wB97M-V/def2-TZVPD" spin_multiplicity=2 total_energy_ev=-41715.432 lumo_ev="0.64 / 0.63" mol_weight_g_mol=439.54 e_homo_ev="-8.1 / -9.1" orbital_gap_ev="8.7 / 9.7" largest_force_ev_per_a=1.95
C -1.997 6.961 -3.169
C -3.039 6.066 -2.533
O -2.391 5.244 -1.569
C -3.197 4.355 -0.955
O -4.341 4.112 -1.327
C -2.581 3.697 0.247
C -1.162 3.102 -0.013
C -1.267 1.587 -0.075
C 0.075 0.825 -0.284
C 1.168 1.448 0.597
C 0.816 1.542 2.090
C 1.717 0.756 3.019
F 3.010 0.700 2.620
F 1.720 1.347 4.260
F 1.261 -0.516 3.222
C -0.219 -0.643 0.094
C 0.614 -1.739 -0.579
C 1.944 -2.005 0.155
C -0.206 -3.040 -0.435
N 0.813 -1.506 -2.040
O -0.192 -1.888 -2.741
C 1.276 -0.154 -2.408
C 2.779 0.070 -2.080
C 1.163 0.014 -3.926
C 0.429 0.967 -1.780
H -2.452 7.572 -3.941
H -1.513 7.600 -2.438
H -1.246 6.331 -3.637
H -3.809 6.686 -2.080
H -3.508 5.481 -3.316
H -2.540 4.442 1.038
H -3.249 2.909 0.570
H -0.550 3.443 0.814
H -0.795 3.521 -0.943
H -1.900 1.352 -0.928
H -1.770 1.186 0.805
H 2.087 0.887 0.478
H 1.400 2.441 0.222
H -0.197 1.222 2.308
H 0.868 2.580 2.403
H -0.030 -0.744 1.162
H -1.279 -0.844 -0.029
H 1.819 -2.783 0.894
H 2.665 -2.377 -0.566
H 2.336 -1.129 0.662
H -0.134 -3.430 0.586
H -1.260 -2.851 -0.608
H 0.171 -3.825 -1.081
H 3.297 0.372 -2.985
H 3.264 -0.837 -1.743
H 2.926 0.879 -1.376
H 1.473 1.039 -4.132
H 0.144 -0.079 -4.279
H 1.859 -0.630 -4.453
H -0.469 1.084 -2.383
H 0.996 1.885 -1.923
C 1.460 -6.866 2.659
C 0.695 -5.567 2.604
O 0.988 -4.677 1.818
N -0.343 -5.411 3.462
C -0.838 -6.346 4.456
H 2.251 -6.832 1.916
H 1.909 -7.007 3.642
H 0.806 -7.709 2.435
H -0.808 -4.522 3.373
H -1.880 -6.591 4.246
H -0.782 -5.895 5.447
H -0.255 -7.260 4.452

***

3.
74
Properties=species:S:1:pos:R:3 method="wB97M-V/def2-TZVPD" total_energy_ev=-72955.311 lumo_ev=0.15 mol_weight_g_mol=664.50 e_homo_ev=-8.0 orbital_gap_ev=8.1 smiles="CCCCO[C@](N)(NI)[C@H](O[C@@H](CCCCOC=O)N=C=S)[PH2]=N.O=C1CCCO1.O=C1CCCO1" largest_force_ev_per_a=2.57
C 0.923 -3.250 1.245
C 1.635 -3.763 -0.009
C 0.902 -3.534 -1.342
C 0.057 -2.264 -1.390
O -1.225 -2.551 -0.865
C -2.170 -1.567 -1.092
N -3.426 -2.148 -0.630
N -2.291 -1.232 -2.514
I -2.575 -2.879 -3.702
C -1.846 -0.246 -0.330
O -1.375 -0.567 0.931
C -0.539 0.350 1.557
C 0.829 0.491 0.920
C 1.829 1.171 1.843
C 3.232 1.293 1.246
C 3.243 1.652 -0.214
O 4.487 2.314 -0.525
C 4.438 2.939 -1.725
O 4.629 2.378 -2.788
N -1.198 1.670 1.836
C -0.952 2.642 1.148
S -0.713 3.864 0.190
P -3.450 0.756 -0.238
N -4.133 0.416 1.137
H 1.200 -2.226 1.449
H 1.307 -3.816 2.085
H -0.146 -3.412 1.229
H 1.725 -4.841 0.115
H 2.653 -3.404 -0.046
H 1.646 -3.430 -2.127
H 0.275 -4.382 -1.594
H 0.026 -1.937 -2.426
H 0.592 -1.503 -0.823
H -4.213 -1.819 -1.161
H -3.565 -2.017 0.365
H -3.089 -0.629 -2.662
H -1.157 0.320 -0.964
H -0.351 -0.091 2.526
H 0.804 0.911 -0.080
H 1.173 -0.531 0.806
H 1.871 0.650 2.794
H 1.479 2.182 2.043
H 3.731 2.105 1.766
H 3.813 0.402 1.467
H 2.424 2.316 -0.483
H 3.192 0.748 -0.816
H 4.230 4.018 -1.728
H -4.297 0.385 -1.299
H -3.190 2.130 -0.390
H -4.267 1.234 1.714
O -6.551 1.173 -1.006
C -6.545 2.352 -1.190
O -5.795 3.207 -0.449
C -6.072 4.567 -0.828
C -6.640 4.481 -2.238
C -7.356 3.131 -2.208
H -6.787 4.983 -0.116
H -5.152 5.144 -0.779
H -7.282 5.321 -2.494
H -5.826 4.448 -2.963
H -8.381 3.218 -1.844
H -7.344 2.631 -3.172
O 3.533 -2.535 2.812
C 4.604 -2.395 2.303
O 4.785 -2.374 0.959
C 6.187 -2.297 0.646
C 6.841 -1.712 1.889
C 5.944 -2.252 3.002
H 6.546 -3.303 0.421
H 6.321 -1.672 -0.234
H 7.890 -1.983 1.991
H 6.777 -0.623 1.863
H 6.263 -3.237 3.346
H 5.866 -1.570 3.843

***

What did the first record say?
62
Properties=species:S:1:pos:R:3 method="wB97M-V/def2-TZVPD" relative_energy_kcal_mol=0.0 total_energy_ev=-29447.543 lumo_ev=-1.98 mol_weight_g_mol=349.54 e_homo_ev=-10.8 orbital_gap_ev=8.8 total_charge=+1 smiles=CC[N@@H+]1CCC[C@H]1CNC[C@@H](O)COc1ccc(C(C)(C)C)cc1C largest_force_ev_per_a=0.79
C -4.686 -0.485 2.482
C -5.158 -0.140 1.080
N -4.080 0.487 0.289
C -3.631 1.801 0.808
C -3.099 2.524 -0.419
H -3.050 3.600 -0.274
H -2.101 2.167 -0.674
C -4.111 2.121 -1.489
H -3.726 2.242 -2.498
H -5.014 2.723 -1.396
C -4.404 0.654 -1.167
H -5.456 0.406 -1.321
C -3.522 -0.325 -1.965
N -3.516 -1.601 -1.270
H -4.255 -2.204 -1.612
C -2.263 -2.338 -1.245
H -1.857 -2.548 -2.245
H -2.476 -3.290 -0.753
C -1.192 -1.596 -0.435
O -1.779 -0.969 0.693
H -1.078 -0.959 1.369
C -0.093 -2.552 0.068
O 0.673 -1.862 1.027
C 1.871 -1.278 0.626
C 2.813 -1.955 -0.127
C 4.017 -1.354 -0.449
C 4.315 -0.067 -0.021
C 3.356 0.591 0.745
C 2.142 0.016 1.078
C 1.137 0.756 1.913
H 0.840 0.153 2.769
H 0.246 0.987 1.327
H 1.557 1.690 2.275
H 3.552 1.589 1.104
C 5.628 0.630 -0.339
C 5.336 1.919 -1.119
H 6.267 2.422 -1.366
H 4.724 2.606 -0.541
H 4.813 1.690 -2.045
C 6.343 0.967 0.977
H 7.300 1.439 0.769
H 5.756 1.646 1.589
H 6.524 0.060 1.550
C 6.564 -0.239 -1.183
H 6.112 -0.490 -2.140
H 6.828 -1.154 -0.659
H 7.482 0.309 -1.381
H 4.723 -1.920 -1.033
H 2.626 -2.969 -0.451
H 0.503 -2.918 -0.770
H -0.555 -3.399 0.584
H -0.709 -0.819 -1.052
H -2.504 0.066 -2.000
H -3.892 -0.384 -2.995
H -2.884 1.667 1.588
H -4.493 2.332 1.216
H -3.272 -0.185 0.336
H -5.450 -1.055 0.563
H -6.012 0.541 1.113
H -4.467 0.404 3.066
H -3.798 -1.110 2.436
H -5.466 -1.039 2.997